Model a:
Below is 11 unconnected molecules or ions with the total composition C11H44O11, with properties calculated with ωB97M-V/def2-TZVPD.

Atoms and positions in Å:
C (1.370, 5.974, -3.397)
O (0.590, 4.986, -4.043)
H (2.354, 6.052, -3.859)
H (0.768, 6.869, -3.554)
H (1.495, 5.827, -2.324)
H (0.521, 5.310, -4.944)
C (1.046, 0.026, -0.078)
O (-0.242, 0.038, 0.554)
H (1.577, 0.975, -0.005)
H (1.753, -0.629, 0.431)
H (0.815, -0.308, -1.090)
H (-0.787, 0.676, 0.088)
C (0.463, -1.457, -6.556)
O (1.277, -0.812, -7.471)
H (1.151, -1.982, -5.894)
H (0.081, -0.622, -5.969)
H (-0.296, -2.129, -6.957)
H (1.820, -0.162, -7.018)
C (-1.595, -5.378, 0.420)
O (-1.001, -5.905, -0.801)
H (-0.989, -4.755, 1.079)
H (-2.486, -4.860, 0.066)
H (-1.876, -6.314, 0.903)
H (-1.599, -6.624, -1.017)
C (7.962, -3.428, 2.212)
O (8.503, -4.443, 2.992)
H (6.993, -3.721, 1.809)
H (7.904, -2.469, 2.727)
H (8.630, -3.387, 1.352)
H (8.399, -5.292, 2.558)
C (-3.639, 5.455, 3.218)
C (-3.086, 6.820, 3.147)
O (-3.322, 7.432, 1.876)
H (-3.275, 4.703, 2.519)
H (-4.669, 5.410, 2.865)
H (-3.816, 5.140, 4.246)
H (-2.009, 6.770, 3.307)
H (-3.613, 7.366, 3.930)
H (-3.046, 8.340, 2.016)
C (-5.811, -2.031, -3.954)
C (-5.249, -1.075, -2.940)
O (-6.147, -0.013, -3.016)
H (-5.260, -2.971, -3.938)
H (-5.490, -1.765, -4.962)
H (-6.873, -2.277, -3.971)
H (-4.229, -0.754, -3.152)
H (-5.329, -1.673, -2.032)
H (-5.654, 0.765, -2.744)
C (2.876, -3.530, 5.903)
C (4.177, -3.572, 6.743)
O (3.728, -3.144, 7.915)
H (2.110, -4.245, 6.203)
H (3.039, -3.829, 4.868)
H (2.489, -2.512, 5.932)
H (5.005, -2.944, 6.415)
H (4.606, -4.568, 6.850)
H (4.388, -3.042, 8.604)
O (-3.437, -2.525, 4.083)
H (-2.626, -2.134, 3.758)
H (-3.288, -2.641, 5.022)
O (3.950, 2.169, -5.481)
H (4.699, 2.414, -4.937)
H (3.194, 2.550, -5.033)
O (-3.252, 4.328, -1.887)
H (-2.400, 4.463, -2.304)
H (-3.343, 5.065, -1.283)

Values from the calculation:
- SMILES string: CCO.CCO.CCO.CO.CO.CO.CO.CO.O.O.O
- LUMO energy: 0.00 eV

---

Model b:
Below is 11 unconnected molecules or ions with the total composition C11H44O11, with properties calculated with ωB97M-V/def2-TZVPD.

Atoms and positions in Å:
C (4.039, 1.959, 1.269)
O (4.478, 2.416, 2.561)
H (4.768, 2.252, 0.521)
H (3.902, 0.879, 1.311)
H (3.072, 2.425, 1.071)
H (3.712, 2.346, 3.140)
C (-4.084, -0.906, 0.407)
O (-3.991, 0.283, -0.369)
H (-3.329, -0.857, 1.197)
H (-5.053, -0.913, 0.913)
H (-3.980, -1.808, -0.194)
H (-3.705, 0.031, -1.263)
C (-3.452, 0.919, -3.549)
O (-3.232, -0.372, -2.954)
H (-2.531, 1.501, -3.615)
H (-3.818, 0.760, -4.564)
H (-4.174, 1.460, -2.945)
H (-2.594, -0.821, -3.525)
C (-1.019, 3.599, 0.869)
O (-0.318, 3.227, -0.295)
H (-0.814, 4.631, 1.172)
H (-2.109, 3.527, 0.776)
H (-0.730, 2.941, 1.687)
H (-0.567, 3.833, -0.998)
C (2.473, -3.111, 3.703)
O (1.336, -2.980, 2.876)
H (3.180, -3.801, 3.240)
H (3.041, -2.179, 3.781)
H (2.252, -3.479, 4.706)
H (0.679, -2.366, 3.208)
O (3.451, -0.790, -0.832)
H (3.311, -1.650, -0.412)
H (2.710, -0.240, -0.517)
O (-2.761, -3.510, -2.239)
H (-1.810, -3.431, -2.313)
H (-3.100, -2.657, -2.536)
O (2.549, -3.469, 0.209)
H (2.376, -3.489, 1.162)
H (2.202, -4.303, -0.122)
C (-0.112, -0.737, -5.976)
C (0.078, -0.911, -4.485)
O (-0.912, -1.802, -3.968)
H (0.169, -1.636, -6.527)
H (0.536, 0.029, -6.414)
H (-1.119, -0.392, -6.210)
H (-0.044, 0.067, -4.006)
H (1.045, -1.307, -4.171)
H (-0.466, -2.549, -3.572)
C (-0.379, 2.474, 4.676)
C (0.841, 1.761, 4.088)
O (2.008, 2.530, 4.343)
H (-0.356, 3.553, 4.559)
H (-0.425, 2.192, 5.731)
H (-1.311, 2.076, 4.265)
H (0.772, 1.671, 3.002)
H (0.906, 0.739, 4.473)
H (2.320, 2.414, 5.246)
C (-0.485, -0.744, -0.724)
C (0.287, -0.144, 0.443)
O (1.252, 0.758, -0.081)
H (-1.056, 0.004, -1.273)
H (-1.139, -1.567, -0.414)
H (0.179, -1.259, -1.423)
H (0.709, -1.000, 0.973)
H (-0.452, 0.321, 1.103)
H (0.791, 1.602, -0.194)

Values from the calculation:
- SMILES string: CCO.CCO.CCO.CO.CO.CO.CO.CO.O.O.O
- LUMO energy: 0.22 eV

---

Energy ordering: model b at the bottom, the next structure 3.363 eV above.

---

Model a:
Below is C23H27N3O3S in the gas phase, with properties calculated with ωB97M-V/def2-TZVPD.

Atoms and positions in Å:
C (1.173, -1.262, 5.503)
H (0.875, -1.887, 6.343)
H (0.320, -0.654, 5.185)
H (1.992, -0.605, 5.813)
O (1.578, -2.155, 4.494)
C (1.999, -1.643, 3.310)
C (2.079, -0.298, 3.000)
C (2.519, 0.126, 1.752)
C (2.894, -0.796, 0.795)
C (2.822, -2.158, 1.102)
C (2.381, -2.595, 2.334)
O (2.276, -3.895, 2.712)
C (2.605, -4.892, 1.776)
H (2.423, -5.839, 2.283)
H (3.658, -4.837, 1.481)
H (1.973, -4.832, 0.884)
H (3.108, -2.867, 0.340)
C (3.352, -0.423, -0.586)
C (3.524, 1.060, -0.867)
C (2.279, 1.904, -0.664)
O (2.305, 3.055, -0.328)
N (1.091, 1.247, -0.959)
C (0.884, -0.007, -1.500)
N (-0.381, -0.195, -1.731)
C (-0.971, 0.967, -1.308)
N (-0.123, 1.840, -0.842)
C (-2.441, 1.171, -1.390)
C (-2.866, 1.098, -2.864)
C (-4.379, 1.275, -2.965)
C (-4.774, 2.632, -2.384)
C (-4.354, 2.698, -0.916)
C (-2.839, 2.527, -0.809)
H (-2.522, 2.585, 0.234)
H (-2.325, 3.322, -1.351)
C (-5.053, 1.586, -0.136)
C (-4.657, 0.230, -0.719)
C (-3.145, 0.050, -0.612)
H (-2.836, 0.084, 0.435)
H (-2.843, -0.916, -1.023)
C (-5.078, 0.162, -2.186)
H (-4.808, -0.810, -2.605)
H (-6.161, 0.274, -2.268)
H (-5.155, -0.569, -0.159)
H (-4.767, 1.635, 0.917)
H (-6.136, 1.714, -0.195)
H (-4.637, 3.671, -0.499)
H (-4.288, 3.433, -2.946)
H (-5.855, 2.772, -2.468)
H (-4.676, 1.227, -4.019)
H (-2.358, 1.883, -3.427)
H (-2.564, 0.134, -3.277)
S (2.151, -1.118, -1.827)
H (3.832, 1.193, -1.910)
H (4.311, 1.478, -0.236)
H (4.281, -0.950, -0.824)
H (2.568, 1.186, 1.565)
H (1.796, 0.449, 3.724)

Values from the calculation:
- SMILES string: COc1ccc([C@@H]2CC(=O)n3nc([C@]45C[C@H]6C[C@H](C[C@H](C6)C4)C5)nc3S2)cc1OC
- LUMO energy: 0.43 eV

---

Model b:
Below is C23H27N3O3S in the gas phase, with properties calculated with ωB97M-V/def2-TZVPD.

Atoms and positions in Å:
C (1.854, -4.072, -1.961)
C (0.645, -3.336, -2.444)
C (-0.248, -3.932, -3.308)
C (-1.393, -3.268, -3.741)
C (-1.693, -1.991, -3.314)
C (-0.795, -1.370, -2.430)
N (-1.046, -0.111, -1.952)
C (-0.270, 0.590, -1.070)
O (-0.630, 1.711, -0.714)
C (0.948, -0.075, -0.650)
C (1.239, -1.312, -1.115)
C (0.378, -2.022, -2.003)
H (2.153, -1.789, -0.799)
C (1.857, 0.643, 0.312)
N (1.464, 0.498, 1.705)
C (1.019, 1.575, 2.419)
N (0.467, 2.583, 1.722)
H (0.083, 2.390, 0.795)
C (-0.024, 3.781, 2.361)
C (-0.066, 4.910, 1.386)
C (-0.424, 4.958, 0.070)
C (-0.268, 6.308, -0.330)
C (0.168, 6.976, 0.770)
O (0.296, 6.138, 1.813)
H (0.413, 8.006, 0.936)
H (-0.458, 6.718, -1.301)
H (-0.754, 4.139, -0.536)
H (-1.026, 3.606, 2.784)
H (0.641, 4.038, 3.191)
S (1.176, 1.667, 4.074)
C (1.924, -0.683, 2.402)
H (2.769, -1.110, 1.860)
H (2.258, -0.380, 3.400)
C (0.871, -1.792, 2.589)
C (-0.458, -1.308, 3.196)
H (-0.801, -2.017, 3.950)
C (-1.405, -1.315, 2.000)
H (-1.302, -0.395, 1.424)
C (-0.851, -2.497, 1.211)
H (-1.209, -3.445, 1.642)
O (0.553, -2.412, 1.341)
H (-1.095, -2.482, 0.147)
H (-2.447, -1.449, 2.280)
H (-0.356, -0.332, 3.660)
H (1.340, -2.549, 3.235)
H (2.870, 0.239, 0.202)
H (1.884, 1.707, 0.064)
H (-1.889, 0.361, -2.258)
C (-2.938, -1.287, -3.769)
H (-3.495, -1.919, -4.455)
H (-2.694, -0.359, -4.286)
H (-3.585, -1.053, -2.924)
H (-2.066, -3.769, -4.421)
H (-0.063, -4.937, -3.656)
H (1.865, -5.084, -2.356)
H (1.851, -4.121, -0.873)
H (2.767, -3.569, -2.278)

Values from the calculation:
- SMILES string: Cc1ccc(C)c2[nH]c(=O)c(CN(C[C@H]3CCCO3)C(=S)NCc3ccco3)cc12
- LUMO energy: -0.09 eV

---

Energy ordering: model b at the bottom, the next structure 0.161 eV above.

---

Model a:
Below is a molecular structure, CH2N2O, with properties calculated with ωB97M-V/def2-TZVPD.

Atoms and positions in Å:
C (-0.983, -0.028, -0.104)
N (-1.043, -1.417, -0.291)
N (-1.425, -0.923, 0.811)
O (-3.242, 0.632, -0.246)
H (-0.053, 0.445, 0.016)
H (-2.160, 0.467, -0.546)

Values from the calculation:
- LUMO energy (alpha / beta): -1.91 / -2.20 eV

---

Model b:
Below is CH2N2O in the gas phase, with properties calculated with ωB97M-V/def2-TZVPD.

Atoms and positions in Å:
C (-0.321, -0.094, -0.382)
N (-0.444, -1.187, -1.006)
N (-1.601, -1.927, -1.482)
O (-1.971, -1.585, -2.613)
H (0.689, -0.085, 0.092)
H (-0.972, 0.777, -0.193)

Values from the calculation:
- SMILES string: C=NN=O
- LUMO energy: -0.24 eV

---

Energy ordering: model b at the bottom, the next structure 4.147 eV above.

---

Model a:
Below is C2HNO2 in the gas phase, with properties calculated with ωB97M-V/def2-TZVPD.

Atoms and positions in Å:
C (0.386, -0.294, -0.031)
C (-1.121, -0.608, 0.165)
H (1.399, 1.009, -0.108)
N (-2.426, -0.158, -0.067)
O (0.472, 1.101, 0.049)
O (1.290, -1.049, -0.008)

Values from the calculation:
- SMILES string: N#CC(=O)O
- LUMO energy: -1.28 eV

---

Model b:
Below is 2 unconnected molecules or ions with the total composition C2HNO2, with properties calculated with ωB97M-V/def2-TZVPD.

Atoms and positions in Å:
C (-0.889, 0.561, 1.482)
C (0.852, -0.538, -1.458)
N (-0.460, 1.091, 0.564)
O (-0.156, -0.776, -1.907)
O (1.872, -0.366, -1.028)
H (-1.218, 0.028, 2.349)

Values from the calculation:
- SMILES string: O=C=O.C#N
- LUMO energy: 0.78 eV

---

Energy ordering: model b at the bottom, the next structure 3.664 eV above.